No. 1
{
  "formula": "C3H2BaLiO3",
  "method": "wB97M-V/def2-TZVPD",
  "elements": ["O", "O", "C", "C", "O", "C", "Ba", "H", "H", "Li"],
  "xyz": [[0.787081, 2.014626, -0.894410], [0.312436, -0.498092, -0.142553], [0.285278, -1.706486, 0.403641], [-0.690503, 0.484028, 0.266957], [-0.530378, -1.979573, 1.293262], [-0.381056, 1.686681, -0.250741], [2.226290, -3.704863, -0.442961], [-1.092906, 2.515658, -0.241349], [0.715054, 1.665857, -1.801033], [-1.631296, -0.477836, 1.809187]],
  "forces_ev_per_a": [[0.48, -0.23, -1.22], [0.83, -0.68, -0.10], [0.71, -0.05, -0.65], [-0.54, 0.62, 0.09], [-0.14, -0.38, 0.50], [-0.82, -0.50, 0.46], [-1.09, 1.19, 0.45], [0.11, -0.24, 0.52], [0.28, 0.26, 0.43], [0.17, -0.01, -0.49]],
  "lumo_ev": -5.363,
  "total_charge": 1,
  "homo_energy_ev": -9.772,
  "molar_mass_g_mol": 230.315,
  "e_above_lowest_kj_mol": 211.7,
  "orbital_gap_ev": 4.410
}


No. 2
{
  "formula": "C5H5F",
  "method": "wB97M-V/def2-TZVPD",
  "elements": ["C", "C", "C", "C", "C", "F", "H", "H", "H", "H", "H"],
  "xyz": [[-2.534056, 0.634540, -2.085271], [-1.459456, 0.067006, -1.937919], [1.036263, 0.843003, 1.173428], [0.589779, -0.337243, 0.796834], [-0.199814, -0.458920, -1.976203], [0.866090, 0.350601, -2.488141], [-3.462782, 1.066592, -1.896517], [1.808987, 0.747630, 2.032356], [0.822516, 1.626265, 0.525789], [0.746650, -1.371200, 1.337016], [0.013257, -1.508614, -2.089575]],
  "forces_ev_per_a": [[1.54, -1.08, 0.59], [-0.87, 1.10, -0.65], [1.31, -3.12, 1.28], [0.42, -1.96, 1.43], [2.25, 0.87, -0.62], [-2.10, -1.36, 1.05], [-0.89, 0.51, -0.06], [-1.41, 1.02, -1.35], [0.06, 1.98, -0.47], [-0.47, 2.00, -1.39], [0.16, 0.02, 0.20]],
  "lumo_ev": [-0.623, -0.095],
  "total_charge": 0,
  "homo_energy_ev": [-9.072, -8.519],
  "molar_mass_g_mol": 84.093,
  "e_above_lowest_kj_mol": 595.5,
  "orbital_gap_ev": [8.449, 8.424]
}


No. 3
{
  "formula": "C32H30ClIrN5O2S",
  "method": "wB97M-V/def2-TZVPD",
  "elements": ["Ir", "N", "C", "S", "N", "N", "C", "C", "C", "C", "C", "C", "C", "C", "C", "C", "C", "C", "N", "H", "H", "H", "H", "H", "H", "H", "H", "H", "H", "H", "O", "C", "N", "C", "O", "C", "C", "C", "C", "C", "C", "H", "H", "H", "H", "C", "C", "C", "C", "H", "H", "H", "H", "H", "H", "H", "H", "H", "Cl", "C", "C", "C", "C", "C", "C", "C", "H", "H", "H", "H", "H", "H"],
  "xyz": [[-0.021863, 0.135280, -0.611890], [-2.090437, 3.977466, -0.575805], [-1.402977, 2.804527, -0.282236], [-0.441115, 2.100050, -1.585812], [-1.410421, 2.314888, 0.897824], [-0.640254, 1.142395, 0.979738], [-0.027723, 0.875504, 2.173338], [0.056273, 1.912139, 3.242307], [1.275188, 2.512701, 3.537595], [1.372767, 3.477285, 4.533047], [0.244174, 3.861405, 5.239207], [-0.981554, 3.277960, 4.940457], [-1.074336, 2.314990, 3.950140], [0.498494, -0.372055, 2.340079], [1.461235, -0.768367, 3.346168], [2.240059, -1.851157, 3.166577], [2.092101, -2.648836, 1.955070], [1.051146, -2.422016, 1.143792], [0.148586, -1.370725, 1.347239], [-2.398087, 4.024921, -1.533993], [-2.825553, 4.167634, 0.087806], [2.152680, 2.226276, 2.969903], [2.331748, 3.933514, 4.746697], [0.315848, 4.612948, 6.016023], [-1.871786, 3.583441, 5.477114], [-2.029752, 1.869344, 3.708306], [1.582099, -0.139540, 4.219601], [2.988470, -2.120297, 3.900615], [2.782756, -3.447583, 1.723558], [0.849206, -3.028672, 0.268066], [-2.286801, -0.932891, -1.766726], [-1.469821, -1.772689, -2.103487], [-0.149878, -1.757477, -1.715165], [0.452144, -2.932053, -2.107029], [1.571252, -3.322954, -1.844281], [-0.554890, -3.725637, -2.906339], [-0.445895, -4.941932, -3.546195], [-1.575295, -5.412126, -4.213092], [-2.762477, -4.682394, -4.224194], [-2.861191, -3.458555, -3.565654], [-1.733107, -3.005347, -2.914277], [0.482855, -5.497103, -3.529913], [-1.533644, -6.361916, -4.731954], [-3.621767, -5.075890, -4.752966], [-3.776802, -2.881952, -3.565924], [-1.465893, -3.877020, 2.669200], [-1.803602, -2.390376, 2.597042], [-3.309059, -2.165924, 2.699291], [-1.276922, -1.741412, 1.309287], [-1.852269, -4.322836, 3.589212], [-0.389148, -4.044419, 2.639658], [-1.914008, -4.410851, 1.825153], [-1.316434, -1.879240, 3.433791], [-3.819337, -2.563900, 1.816708], [-3.543097, -1.101684, 2.763726], [-3.727333, -2.664187, 3.576938], [-1.856562, -0.842921, 1.094335], [-1.406274, -2.429130, 0.466564], [4.894161, 0.407374, -5.605320], [4.054804, 0.442223, -4.067466], [3.865704, -0.737109, -3.367776], [3.199415, -0.702457, -2.153491], [2.709364, 0.494434, -1.629054], [1.959065, 0.517427, -0.334705], [2.926681, 1.666030, -2.357258], [3.593875, 1.649128, -3.572447], [4.235540, -1.671728, -3.768181], [3.033967, -1.624487, -1.612788], [2.049379, 1.502969, 0.131176], [2.343797, -0.248631, 0.347366], [2.546496, 2.603549, -1.970735], [3.753435, 2.561176, -4.132059]],
  "forces_ev_per_a": [[-0.22, -1.17, 1.56], [0.10, 0.06, 0.01], [0.35, -0.19, 0.19], [-0.43, 0.34, -0.88], [0.24, 0.09, -0.17], [-0.01, 0.80, 0.29], [-0.22, -0.09, -0.23], [-0.05, 0.03, -0.06], [0.06, -0.01, -0.07], [-0.01, -0.01, -0.02], [-0.01, -0.01, 0.01], [0.00, 0.04, 0.02], [0.01, -0.10, -0.02], [0.25, -0.12, 0.57], [-0.13, 0.00, -0.08], [0.06, 0.07, 0.03], [-0.31, 0.07, 0.00], [0.42, -0.51, 0.05], [-0.20, 0.59, -0.92], [-0.07, -0.04, 0.01], [0.01, 0.03, 0.01], [0.00, -0.02, 0.01], [0.00, -0.01, 0.00], [-0.01, 0.01, -0.01], [0.01, -0.01, 0.01], [-0.02, 0.00, -0.02], [-0.03, 0.01, 0.02], [-0.02, -0.01, 0.01], [0.01, 0.01, -0.03], [0.11, 0.11, 0.22], [0.02, 0.08, 0.00], [0.03, -0.18, 0.01], [0.15, 0.27, -0.62], [-0.09, 0.13, -0.28], [0.10, -0.06, -0.06], [-0.03, 0.00, 0.02], [-0.04, 0.04, 0.02], [-0.03, -0.01, -0.01], [0.01, -0.02, 0.00], [0.07, -0.03, 0.01], [-0.02, 0.01, 0.00], [0.00, -0.01, 0.01], [-0.01, 0.01, -0.01], [0.01, -0.01, -0.01], [0.00, 0.00, 0.02], [0.02, -0.01, 0.01], [0.06, -0.02, -0.01], [-0.02, -0.01, -0.03], [-0.25, -0.36, 0.36], [0.00, 0.01, 0.00], [0.00, 0.00, -0.01], [-0.01, 0.00, 0.00], [-0.03, 0.02, 0.01], [0.00, -0.01, 0.00], [0.00, 0.00, -0.01], [0.02, 0.01, 0.01], [0.04, -0.02, 0.03], [-0.03, 0.04, 0.08], [0.01, 0.00, 0.00], [0.00, -0.02, 0.00], [0.03, 0.02, -0.03], [0.02, 0.07, 0.06], [0.04, 0.07, 0.04], [0.05, 0.06, -0.15], [-0.01, -0.05, 0.01], [0.01, 0.00, 0.01], [-0.01, 0.00, -0.01], [-0.01, 0.01, 0.00], [0.05, -0.04, 0.08], [0.01, 0.08, -0.03], [-0.01, 0.00, 0.00], [0.00, 0.00, 0.00]],
  "lumo_ev": 2.526,
  "total_charge": -1,
  "homo_energy_ev": -3.166,
  "molar_mass_g_mol": 776.362,
  "e_above_lowest_kj_mol": 271.0,
  "orbital_gap_ev": 5.692
}